# C33H57N3O4RhSi

A molecular structure, C33H57N3O4RhSi at a distorted geometry (ωB97M-V/def2-TZVPD, OMol25).

CARTESIAN COORDINATES (ANGSTROEM)
C: -1.71 -0.29 2.59
H: 1.88 -1.98 4.12
N: -0.91 -0.93 1.74
O: 0.85 -0.28 -6.18
C: 0.93 -4.07 2.66
N: 1.24 1.72 1.45
H: 0.60 -1.88 -8.55
H: -2.31 0.04 -7.40
H: 2.43 -3.99 -0.74
H: -0.82 4.37 0.21
H: -3.65 1.39 -4.09
H: -3.85 0.00 -0.80
H: -2.78 -1.87 0.57
C: -2.73 1.30 -2.14
H: -0.54 -4.19 -3.07
H: -1.06 -1.40 4.32
C: -3.33 -0.02 -1.77
H: 4.75 2.18 -3.90
H: -2.54 -0.78 -1.75
H: -4.07 -0.36 -2.51
C: 2.56 3.96 -6.76
C: 2.25 -1.89 -1.35
H: -1.16 4.76 -3.02
H: 3.35 4.56 -7.22
H: 2.59 5.87 -4.15
C: 2.80 -2.99 -0.46
H: -2.69 3.83 1.03
C: -2.37 1.67 1.15
H: -3.90 2.95 1.94
H: -0.35 1.33 -6.56
C: 0.02 -5.03 2.24
H: 2.56 -2.83 0.60
H: 0.26 4.62 -1.15
C: -3.26 2.89 1.06
C: 4.42 2.36 -4.94
C: 3.33 5.07 -3.98
H: 2.47 -2.10 -2.41
H: -1.44 -1.48 -7.18
H: 2.75 -0.95 -1.08
H: 4.31 5.49 -4.25
C: -1.26 3.18 -1.56
H: 2.50 -1.72 2.49
O: 1.33 2.10 2.62
C: 1.54 2.48 -4.28
C: 0.14 -3.34 -2.94
H: 1.60 1.41 -4.56
H: -0.16 -2.57 -3.68
H: 2.03 -2.83 -8.15
H: 2.45 3.05 -7.36
H: -1.87 -0.49 -5.78
C: -0.58 -2.32 1.91
Rh: 0.09 0.35 0.25
H: 1.19 -0.69 3.11
C: -3.00 1.89 -3.37
C: 1.58 -1.71 3.09
H: 5.27 2.74 -5.51
H: 2.53 -1.44 -6.19
H: -2.63 3.59 -4.65
C: -1.98 -0.98 3.90
C: -1.86 1.95 -1.23
H: 1.51 2.48 -3.17
C: 1.22 -2.23 -7.72
C: -0.31 3.85 -0.62
H: 0.62 -2.88 -7.09
H: 3.89 -3.02 -0.54
O: 0.84 -1.65 -1.24
H: 0.06 0.39 -8.03
H: 4.13 1.39 -5.36
H: -1.93 -5.43 1.38
H: -3.92 2.85 0.18
H: 3.35 4.87 -2.90
H: -3.66 -2.95 1.66
O: 1.90 0.57 1.06
H: 0.56 2.86 -4.62
H: -1.00 -2.56 -1.29
C: 0.62 -2.71 2.54
C: -0.22 0.31 -6.96
C: -1.53 -0.45 -6.82
H: 1.62 4.53 -6.85
C: -2.83 -2.90 0.94
H: 1.16 -3.68 -3.17
C: 0.05 -2.83 -1.51
H: -2.37 -0.27 4.62
H: 0.39 3.13 -0.18
H: 2.36 -0.38 -7.61
N: -1.64 1.38 0.06
C: -1.52 -3.31 1.53
H: -2.73 -1.77 3.79
C: -2.29 0.96 2.34
C: -2.44 3.13 -3.68
H: 0.34 -3.63 -0.81
H: 0.28 -6.08 2.33
H: -3.09 -3.57 0.10
C: -1.59 3.78 -2.78
H: 1.89 -4.37 3.10
C: -1.21 -4.67 1.69
H: -2.79 1.41 3.19
C: 1.81 -1.06 -6.93
Si: 2.95 3.52 -4.97

Output
Frontier orbital gap (spin up / spin down): 8.042 / 5.734 eV
Calculated total energy: -2156.4993 Eh
Energy relative to the best compared isomer or geometry (same formula, charge and spin): 0.000 eV
Spin multiplicity: 5
E_HOMO (spin up / spin down): -0.408 / -0.424 Eh
Charge: +1

# C6H8

A molecular structure, C6H8 at a distorted geometry (ωB97M-V/def2-TZVPD, OMol25).

CARTESIAN COORDINATES (ANGSTROEM)
H: -1.79 -1.88 -0.37
C: 0.73 0.21 -1.08
H: 0.31 -2.05 1.34
C: -0.81 0.15 -0.91
C: -0.24 1.09 0.69
C: 0.83 0.03 0.45
C: 0.06 -1.28 0.63
C: -0.98 -1.18 -0.20
H: 1.10 1.17 -1.45
H: -1.27 1.07 -0.47
H: 1.14 -0.61 -1.68
H: -0.90 1.00 1.57
H: 1.78 0.14 0.99
H: 0.06 2.13 0.49

Output
Frontier orbital gap: 8.918 eV
Calculated total energy: -233.2323 Eh
Energy relative to the best compared isomer or geometry (same formula, charge and spin): 4.209 eV
E_HOMO: -0.288 Eh
Charge: 0

# C41H34FN2

2 unconnected molecules or ions with the total composition C41H34FN2 at a distorted geometry (ωB97M-V/def2-TZVPD, OMol25).

CARTESIAN COORDINATES (ANGSTROEM)
H: 1.18 -2.06 2.47
C: 2.02 -0.69 0.39
H: -1.56 -0.08 6.15
C: -1.94 -2.65 -1.51
C: -2.63 0.08 3.54
C: 3.31 -1.44 -2.84
C: -2.11 2.71 -0.13
H: 0.38 -1.63 6.66
H: -1.36 -4.67 -2.01
C: 0.12 -1.38 5.63
H: 2.78 -1.25 -0.16
N: -2.05 3.60 -1.11
H: -0.24 -5.07 0.18
H: 0.66 2.51 -5.84
C: -1.95 -1.66 -0.54
C: 3.55 0.86 -2.11
C: 0.55 -1.64 3.25
H: -0.37 -3.38 1.95
H: 5.11 -2.46 -3.37
C: 0.99 1.28 -4.11
C: 0.21 2.08 -4.95
C: -0.89 4.11 -1.53
H: 5.54 1.67 -2.12
C: -0.94 2.17 0.39
C: -5.10 -0.24 2.36
F: 0.73 -1.48 -2.17
C: 0.34 3.57 -1.12
H: 2.03 1.07 -4.35
H: -0.95 1.47 1.22
C: -1.44 -0.89 1.77
N: 1.36 1.57 -0.13
C: -1.34 -3.89 -1.25
C: -0.71 -3.12 0.94
C: -3.97 -0.42 1.56
C: -1.33 -0.31 4.04
H: -3.08 2.39 0.25
C: -2.71 -0.30 2.15
C: 0.43 0.73 -2.96
C: 0.88 -1.90 4.58
C: 2.03 1.63 1.19
C: 1.10 0.17 -0.51
H: -2.74 1.91 -3.24
H: 6.58 -0.49 -2.88
H: -1.75 2.96 -5.28
C: -5.02 0.12 3.71
H: 3.72 0.29 1.39
H: -0.91 4.92 -2.26
C: -1.32 -1.87 0.70
C: 1.25 -0.16 -2.02
H: -4.06 -0.70 0.51
H: 2.78 2.43 1.15
C: -1.70 1.71 -3.52
H: -2.50 -0.73 -0.71
C: -1.14 2.31 -4.65
C: -0.60 -0.90 2.96
H: -5.92 0.23 4.30
C: -0.70 -4.11 -0.03
H: 1.34 -1.42 0.84
H: 0.04 -0.07 -0.26
C: 2.62 0.24 1.44
H: -2.43 -2.46 -2.47
C: -0.96 -0.54 5.37
H: 2.33 -0.09 2.44
C: 4.93 0.79 -2.32
H: 2.68 -2.30 -3.04
C: 4.69 -1.52 -3.02
H: 1.29 3.90 -1.53
C: -0.94 0.86 -2.73
C: -3.77 0.31 4.30
C: 5.50 -0.41 -2.75
H: -1.40 0.28 -1.93
H: -3.66 0.59 5.35
C: 2.74 -0.25 -2.37
C: 0.27 2.46 -0.26
H: 1.75 -2.53 4.77
H: 3.07 1.76 -1.71
H: 1.31 1.87 2.00
H: -6.07 -0.44 1.91

Output
Frontier orbital gap: 4.847 eV
Calculated total energy: -1791.8533 Eh
E_HOMO: -0.400 Eh
Charge: +1

# C3H10N2OS

A molecular structure, C3H10N2OS at a distorted geometry (ωB97M-V/def2-TZVPD, OMol25).

CARTESIAN COORDINATES (ANGSTROEM)
H: 1.49 0.46 -2.01
H: 0.89 -1.82 -1.23
H: 0.99 1.88 -1.18
C: 0.30 0.77 1.06
H: -0.51 1.41 0.62
N: -2.40 -0.48 0.52
C: 0.71 0.02 -0.17
H: -2.03 -1.13 1.24
H: -0.18 0.17 1.85
S: -1.49 -0.31 -0.92
H: -2.51 0.43 0.92
O: -1.69 1.07 -1.39
H: 2.24 -1.64 -0.14
H: 1.18 1.43 1.42
C: 1.16 -1.39 -0.17
H: 0.67 -1.81 0.71
N: 1.17 0.94 -1.13

Output
Frontier orbital gap: 7.840 eV
Calculated total energy: -703.1611 Eh
Energy relative to the best compared isomer or geometry (same formula, charge and spin): 3.041 eV
E_HOMO: -0.261 Eh
Charge: 0

# C6H10O

C6H10O in the gas phase (ωB97M-V/def2-TZVPD, OMol25).

CARTESIAN COORDINATES (ANGSTROEM)
H: 0.19 2.45 0.28
C: -0.05 1.40 0.44
H: 1.10 -1.43 -1.38
H: 0.01 1.09 1.49
O: 2.89 0.17 0.41
H: 0.29 -1.65 0.13
C: 0.35 0.43 -0.65
H: -1.59 1.38 -1.17
C: 2.27 -0.86 0.30
C: 0.93 -0.94 -0.41
H: -2.91 0.15 0.62
H: -2.28 -1.06 -0.52
C: -1.11 0.76 -0.41
H: 2.67 -1.80 0.72
H: -1.47 -0.79 1.04
C: -1.99 -0.29 0.21
H: 0.81 0.93 -1.49

Output
SMILES: C[C@H]1C[C@H]1CC=O
Frontier orbital gap: 10.750 eV
Calculated total energy: -309.8136 Eh
Energy relative to the best compared isomer or geometry (same formula, charge and spin): 0.783 eV
E_HOMO: -0.356 Eh
Charge: 0

# C44H121N11O11

11 unconnected molecules or ions with the total composition C44H121N11O11 at a distorted geometry (ωB97M-V/def2-TZVPD, OMol25).

CARTESIAN COORDINATES (ANGSTROEM)
H: 0.57 2.96 -4.66
C: 0.39 0.92 1.09
C: 2.99 1.47 8.29
H: -0.94 1.99 -0.98
H: -9.00 2.30 -0.96
N: 2.61 -0.21 -4.82
C: 4.67 -2.24 -1.68
O: 5.61 0.16 1.33
C: -8.35 2.17 -0.10
H: -0.95 0.07 -6.34
H: 2.37 -0.28 5.15
H: 0.73 1.77 0.49
H: -8.04 1.21 2.57
H: 6.50 1.72 0.31
O: -2.06 5.12 -2.41
H: -3.10 1.48 5.08
H: -5.61 1.58 3.34
C: -5.42 0.73 2.70
C: 6.34 -0.93 3.31
C: 0.96 5.02 4.59
H: -1.69 0.88 5.94
H: -10.03 -0.37 1.16
H: 2.61 0.75 -2.32
H: -2.53 -1.81 -2.18
H: -7.37 2.40 -0.52
C: 6.56 -3.25 -2.96
C: 2.58 2.95 8.35
H: 1.74 -7.22 -2.12
H: -0.43 3.93 -2.44
H: 0.30 -6.52 -2.88
H: 1.50 -4.56 -3.52
O: 1.02 -0.31 0.70
C: -2.23 4.94 -1.00
O: -3.21 -2.50 -4.05
H: 3.75 -4.32 -3.44
H: -10.22 1.06 1.59
H: 5.73 0.80 4.56
H: -2.47 3.91 -0.72
H: 4.47 0.09 3.57
H: -1.41 -2.90 -3.07
H: -5.95 -5.27 -1.34
H: 3.84 -1.53 -1.71
C: -0.91 4.39 -4.60
C: 3.83 1.13 7.01
H: 0.69 1.19 2.10
N: 7.58 -1.29 4.12
C: -1.37 1.04 -0.68
H: 8.02 -1.01 -1.84
H: 3.25 1.06 10.26
C: -6.54 -4.46 -1.78
C: -2.11 1.03 4.95
H: 1.38 4.70 5.54
H: -6.10 -1.65 -0.99
H: -0.33 5.30 -4.76
H: 3.27 2.99 -2.33
N: 3.84 0.96 9.45
H: 4.08 0.07 7.08
C: 5.38 -2.31 -3.09
C: -2.55 -1.81 -5.19
H: 2.90 -1.24 0.76
H: 2.40 -0.70 -5.68
H: -0.61 3.23 5.88
H: -2.47 0.67 -6.54
C: -1.12 0.90 0.83
H: -0.75 2.50 -5.28
H: -3.25 -1.78 -6.03
H: 8.70 -1.98 -3.22
C: 1.94 0.66 5.51
H: 7.56 -0.54 1.54
N: -0.37 4.42 2.72
H: -8.54 2.88 0.71
H: -4.14 -1.00 0.63
H: -2.14 0.10 4.38
H: -8.18 -0.05 -0.15
H: 0.93 1.15 -2.17
N: -1.72 0.54 -5.88
H: -2.66 1.87 1.50
O: 3.06 1.42 5.81
H: -4.25 0.44 -5.00
H: 0.45 -2.45 -0.24
H: 1.76 5.25 3.89
H: 0.34 -1.39 -2.53
H: -1.48 2.06 2.46
C: -1.29 4.12 -3.07
H: -0.83 3.64 2.27
H: 2.56 -0.18 2.16
C: 5.81 0.91 0.07
C: -8.49 0.77 0.50
H: 4.93 -2.74 -4.89
C: -2.45 -2.66 -2.86
H: -7.38 -4.24 0.14
C: 1.38 -6.59 -2.93
H: 2.10 -5.17 -0.61
H: -1.02 0.13 -1.19
H: 0.70 -2.08 -4.01
C: 1.44 -0.06 -3.94
O: 7.51 -3.03 -1.99
C: 2.36 3.31 -2.82
H: -4.40 0.52 2.37
H: -1.92 4.42 -6.51
H: 0.59 0.26 -4.55
H: -1.59 0.05 1.31
H: -5.61 -0.20 3.24
H: 5.41 -1.98 -0.92
H: 5.84 -1.84 3.01
C: -7.15 -3.57 -0.69
H: 3.93 -0.03 9.29
H: -9.00 -3.81 -1.51
H: 7.09 -3.43 -3.90
H: -3.18 -2.39 1.17
H: 8.24 -0.56 4.33
H: -7.77 -0.47 2.11
H: 0.26 5.84 4.74
H: 9.33 -2.07 -1.62
C: 1.73 1.04 -2.90
H: 4.28 -3.24 -1.49
C: 5.36 -0.14 4.15
C: -7.64 0.56 1.79
C: 8.39 -1.97 -2.18
N: -8.46 -3.05 -1.12
H: -1.05 -3.15 -0.45
H: 1.86 3.13 7.55
H: -4.60 -2.17 1.98
O: -6.31 0.90 1.60
H: 3.88 -5.40 -2.23
C: 1.14 -1.41 -3.28
O: -4.92 -2.84 0.12
H: 3.71 -2.03 -4.03
H: 1.69 3.35 -1.97
H: 0.08 -4.01 0.60
C: 0.15 3.87 3.98
H: 2.37 -3.67 -1.26
N: -9.91 0.56 0.77
H: 6.20 -4.26 -2.75
C: -3.41 0.44 -4.30
H: -2.70 5.29 -5.14
H: 2.13 0.81 8.23
H: -1.43 5.33 -0.37
H: 5.81 -1.34 -3.33
C: 1.75 -4.55 -1.43
C: -2.14 4.40 -5.44
H: 4.92 1.37 -0.36
C: -0.01 -3.43 -0.32
O: 1.83 2.28 -3.60
H: 1.25 0.44 6.32
O: 0.38 -4.21 -1.38
C: -6.21 -2.44 -0.24
N: -0.19 3.34 -5.21
H: 6.17 0.23 -0.71
H: -1.44 -0.33 -4.00
H: 1.34 1.24 4.82
H: -3.66 0.04 -3.31
H: 7.27 0.85 2.42
H: 2.13 3.06 9.33
H: -2.44 1.09 -0.87
H: 1.98 -1.90 -2.78
C: 2.00 -5.18 -2.77
N: 4.43 -2.74 -4.01
C: -2.18 -0.33 -4.80
H: -6.72 -1.86 0.54
H: -1.88 3.82 4.90
H: -1.15 5.02 2.98
H: 8.08 -2.02 3.63
C: 2.41 -0.32 1.09
H: 2.90 0.52 0.59
C: -0.96 3.25 4.85
H: 0.88 3.10 3.73
H: 2.49 4.27 -3.31
N: -1.66 2.03 1.46
H: 4.77 1.68 6.98
H: 2.96 0.71 -5.04
H: -1.71 -2.37 -5.58
H: -2.73 -3.44 -2.15
H: 5.11 -0.74 5.02
H: 1.76 -7.14 -3.80
H: -1.79 3.15 -3.03
C: -4.19 -2.03 0.97
H: -3.07 1.45 -4.09
H: -7.30 -4.99 -2.35
N: 3.40 -5.20 -3.09
H: -8.27 -2.60 -2.01
H: -5.98 -3.87 -2.50
O: -1.28 1.93 4.28
C: 6.76 -0.06 2.11
H: 3.42 3.63 8.24
H: -2.77 3.53 -5.23
H: -3.10 5.48 -0.64

Output
Frontier orbital gap (spin up / spin down): 1.365 / 8.890 eV
Calculated total energy: -3178.6038 Eh
Energy relative to the best compared isomer or geometry (same formula, charge and spin): 0.237 eV
Spin multiplicity: 2
E_HOMO (spin up / spin down): 0.017 / -0.260 Eh
Charge: -1

The lowest charge belongs to which entry? C44H121N11O11

What is the charge in the fifth record? 0